#i
The following is a DFT calculation (ωB97M-V/def2-TZVPD) of a single C3H4FNS molecule.

Structure (XYZ):
```
10
Properties=species:S:1:pos:R:3
C 0.888 0.647 0.070
C -0.965 -0.359 -1.103
C 0.778 0.120 1.333
N 0.174 0.409 -0.998
F 1.614 0.546 2.277
S -1.744 -1.267 0.239
H 1.685 1.369 -0.090
H -1.745 0.294 -1.514
H -0.789 -1.109 -1.884
H 0.103 -0.650 1.670
```

HOMO level (alpha / beta) (hartree): -0.306 / -0.306
Gap between HOMO and LUMO (alpha / beta) (eV): 5.69 / 5.71
LUMO level (alpha / beta) (eV): -2.6 / -2.6

***

#ii
The following is a DFT calculation (ωB97M-V/def2-TZVPD) of a single C3H4FNS molecule.

Structure (XYZ):
```
10
Properties=species:S:1:pos:R:3
C 1.112 -1.314 1.684
C 1.288 -0.484 0.627
F 2.562 -0.245 0.136
C 0.283 0.220 -0.209
N -1.012 0.016 0.018
S -1.984 0.858 -1.023
H 0.125 -1.692 1.979
H 1.996 -1.897 1.960
H 0.770 1.008 -0.867
H -3.226 0.428 -0.674
```

SMILES: C=C(F)/C=N/S
HOMO level (hartree): -0.321
Gap between HOMO and LUMO (eV): 8.50
LUMO level (eV): -0.2

***

Which structure is most stable, and how do the rest compare? From most to least stable: #ii, #i.

***

#i
The following is a DFT calculation (ωB97M-V/def2-TZVPD) of a molecular structure, C11H11N.

Structure (XYZ):
```
23
Properties=species:S:1:pos:R:3
C -1.897 1.856 0.446
C -0.786 2.234 1.161
C -1.851 0.714 -0.304
C 0.437 1.619 1.260
C 1.896 -1.633 -0.212
C -0.317 -1.812 -0.699
C -1.427 -2.528 -0.849
C 1.804 -0.483 0.755
C 0.593 0.686 -1.239
C -0.495 0.116 -0.536
C 0.811 0.574 0.274
N 0.952 -2.227 -0.817
H -2.870 2.405 0.714
H -1.014 3.059 1.831
H -2.690 0.141 -0.532
H 1.286 2.047 1.860
H 2.849 -1.989 -0.559
H -1.339 -3.563 -0.963
H -2.228 -1.975 -0.598
H 1.585 -1.046 1.573
H 2.846 -0.033 0.891
H 1.332 0.122 -1.837
H 0.523 1.714 -1.619
```

HOMO level (hartree): -0.294
Gap between HOMO and LUMO (eV): 8.51
LUMO level (eV): 0.5

***

#ii
The following is a DFT calculation (ωB97M-V/def2-TZVPD) of a molecular structure, C11H11N.

Structure (XYZ):
```
23
Properties=species:S:1:pos:R:3
C -2.759 0.473 0.387
C -2.757 -0.939 0.224
C -1.630 -1.591 -0.227
C -0.557 -0.844 -0.701
C -0.581 0.560 -0.616
C -1.697 1.235 -0.072
C 2.162 -0.834 1.271
C 1.631 0.476 1.457
C 1.464 1.364 0.297
C 1.730 0.893 -1.035
C 2.152 -0.519 -1.017
H -3.576 0.969 0.862
H -3.585 -1.508 0.657
H -1.567 -2.690 -0.145
H 0.391 -1.323 -0.972
H 0.335 1.116 -0.931
H -1.721 2.367 -0.030
H 2.300 -1.438 2.074
H 0.938 0.802 2.283
H 0.912 2.308 0.401
H 1.455 1.151 -2.135
H 2.531 -0.728 -2.034
N 2.428 -1.298 0.001
```

HOMO level (hartree): -0.313
Gap between HOMO and LUMO (eV): 8.80
LUMO level (eV): 0.3

***

Which structure is most stable, and how do the rest compare? From most to least stable: #ii, #i.

***

#i
The following is a DFT calculation (ωB97M-V/def2-TZVPD) of 2 unconnected molecules or ions with the total composition CH3NOP2S.

Structure (XYZ):
```
9
Properties=species:S:1:pos:R:3
C -2.951 -0.190 -0.029
N -1.752 -0.460 0.209
P -0.224 -0.976 0.431
O 0.114 -1.811 -0.726
H -3.757 -0.755 0.513
H -3.269 0.760 -0.719
P 3.426 1.492 -0.265
S 3.849 -0.290 0.273
H 4.565 2.230 0.313
```

SMILES: C=NP=O.P=S
HOMO level (hartree): -0.324
Gap between HOMO and LUMO (eV): 7.44
LUMO level (eV): -1.4

***

#ii
The following is a DFT calculation (ωB97M-V/def2-TZVPD) of a single CH3NOP2S molecule.

Structure (XYZ):
```
9
Properties=species:S:1:pos:R:3
C 0.043 1.031 0.951
N -1.055 1.619 0.694
S -2.586 0.886 0.277
P -2.267 -1.164 -0.209
O -0.985 -1.532 0.795
P 0.510 -0.780 1.156
H 0.790 1.824 0.950
H -1.537 -0.522 -1.355
H 0.963 -0.566 -0.303
```

SMILES: c1ns[pH]o[pH]1
HOMO level (hartree): -0.316
Gap between HOMO and LUMO (eV): 8.49
LUMO level (eV): -0.1

***

Which structure is most stable, and how do the rest compare? From most to least stable: #ii, #i.

***

#i
The following is a DFT calculation (ωB97M-V/def2-TZVPD) of 2 unconnected molecules or ions with the total composition C3H10N2O2S.

Structure (XYZ):
```
18
Properties=species:S:1:pos:R:3
N -2.369 -0.629 -0.984
C -1.152 -0.103 -0.713
O -0.644 0.763 -1.391
C -0.504 -0.660 0.588
N -0.314 -2.094 0.564
C 0.717 0.217 0.881
S 1.720 -0.529 2.202
H -2.878 -1.292 -0.430
H -2.801 -0.346 -1.847
H -1.320 -0.403 1.277
H 0.651 -2.276 0.308
H -0.467 -2.427 1.507
H 0.434 1.239 1.108
H 1.278 0.247 -0.043
H 2.679 0.400 2.252
O 1.857 2.519 -1.452
H 1.058 3.030 -1.454
H 2.054 2.342 -2.374
```

SMILES: NC(=O)[C@@H](N)CS.O
HOMO level (hartree): -0.329
Gap between HOMO and LUMO (eV): 9.72
LUMO level (eV): 0.8

***

#ii
The following is a DFT calculation (ωB97M-V/def2-TZVPD) of 2 unconnected molecules or ions with the total composition C3H10N2O2S.

Structure (XYZ):
```
18
Properties=species:S:1:pos:R:3
N -1.320 -2.626 -0.096
C -1.295 -1.252 -0.195
O -2.351 -0.673 -0.383
C 0.063 -0.569 -0.194
N 0.307 0.303 -1.321
C 0.170 0.138 1.156
S 1.737 -0.279 2.052
H -0.498 -3.162 0.174
H -2.224 -3.047 0.005
H 0.845 -1.330 -0.279
H 0.044 -0.160 -2.173
H -0.262 1.151 -1.333
H -0.510 -0.288 1.893
H -0.072 1.193 1.024
H 2.546 0.672 1.659
O 0.569 3.375 -0.491
H 0.937 2.574 -0.928
H 1.315 3.980 -0.570
```

SMILES: NC(=O)[C@@H](N)CS.O
HOMO level (hartree): -0.338
Gap between HOMO and LUMO (eV): 9.90
LUMO level (eV): 0.7

***

Which structure is most stable, and how do the rest compare? From most to least stable: #i, #ii.

***

#i
The following is a DFT calculation (ωB97M-V/def2-TZVPD) of 2 unconnected molecules or ions with the total composition CH5N3O3.

Structure (XYZ):
```
12
Properties=species:S:1:pos:R:3
N -1.975 -1.119 0.154
N -2.074 0.189 -0.022
O -1.151 0.870 -0.390
O -3.160 0.653 0.225
H -1.192 -1.695 -0.022
H -2.917 -1.556 0.231
N 1.171 1.053 0.425
C 1.021 0.009 -0.472
O 0.748 -1.139 -0.110
H 1.693 1.815 0.131
H 0.756 0.872 1.435
H 1.315 0.355 -1.551
```

SMILES: N[N+](=O)[O-].NC=O
HOMO level (hartree): -0.371
Gap between HOMO and LUMO (eV): 10.99
LUMO level (eV): 0.9

***

#ii
The following is a DFT calculation (ωB97M-V/def2-TZVPD) of a molecular structure, CH5N3O3.

Structure (XYZ):
```
12
Properties=species:S:1:pos:R:3
C -0.014 0.190 0.040
H -0.275 -1.297 1.811
H 1.556 0.506 1.320
H -1.955 0.124 0.587
H -0.994 -0.055 -1.716
H 2.335 0.193 -2.007
N 0.570 0.389 1.316
N -1.315 -0.382 0.070
N 0.228 0.445 -1.196
O 0.027 -0.465 2.233
O -1.797 -0.532 -1.262
O 1.636 0.884 -1.196
```

HOMO level (hartree): -0.345
Gap between HOMO and LUMO (eV): 9.42
LUMO level (eV): 0.0

***

Which structure is most stable, and how do the rest compare? From most to least stable: #i, #ii.

***

#i
The following is a DFT calculation (ωB97M-V/def2-TZVPD) of a molecular structure, CH5N3O3.

Structure (XYZ):
```
12
Properties=species:S:1:pos:R:3
C 0.126 -0.141 0.199
H -2.773 -0.591 0.864
H -1.170 1.395 0.206
H -0.233 -1.890 -0.605
H 1.988 -0.754 -0.559
H 1.401 2.550 0.582
N -1.119 0.369 -0.120
N 0.438 -1.473 0.084
N 1.150 0.730 -0.023
O -2.286 -0.608 -0.250
O 1.775 -1.713 -0.134
O 0.702 2.126 -0.243
```

HOMO level (hartree): -0.331
Gap between HOMO and LUMO (eV): 8.95
LUMO level (eV): 0.0

***

#ii
The following is a DFT calculation (ωB97M-V/def2-TZVPD) of 2 unconnected molecules or ions with the total composition CH5N3O3.

Structure (XYZ):
```
12
Properties=species:S:1:pos:R:3
O -3.899 -0.338 0.492
N -2.937 -0.221 -0.192
O -2.577 -0.793 -1.183
O -2.200 0.879 0.100
H -1.171 0.674 -0.011
H 0.948 -0.132 1.553
N 0.369 0.184 0.801
N 0.948 0.253 -0.258
C 2.372 -0.018 -0.284
H 2.781 -0.356 0.738
H 2.544 -0.946 -0.999
H 2.821 0.815 -0.758
```

SMILES: O=[N+]([O-])O.[H]/N=N\C
HOMO level (hartree): -0.384
Gap between HOMO and LUMO (eV): 10.63
LUMO level (eV): 0.2

***

Which structure is most stable, and how do the rest compare? From most to least stable: #ii, #i.

***

#i
The following is a DFT calculation (ωB97M-V/def2-TZVPD) of 2 unconnected molecules or ions with the total composition C4H16N3O.

Structure (XYZ):
```
24
Properties=species:S:1:pos:R:3
N -0.289 1.554 -1.076
C 0.947 1.470 -0.249
C 0.533 1.459 1.218
N -0.565 0.522 1.397
C -0.178 -0.852 1.759
C 0.237 -1.707 0.571
N -0.762 -1.696 -0.512
H -0.562 2.503 -1.286
H -1.036 1.091 -0.505
H -0.201 0.975 -1.963
H 1.601 2.297 -0.495
H 1.450 0.550 -0.530
H 0.187 2.465 1.499
H 1.403 1.219 1.835
H -1.190 0.872 2.122
H 0.635 -0.852 2.481
H -1.034 -1.314 2.225
H 0.419 -2.703 0.944
H 1.191 -1.352 0.169
H -0.978 -2.639 -0.791
H -1.638 -1.332 -0.165
H -0.397 -1.150 -2.214
H 0.077 -0.834 -3.672
O 0.150 -0.546 -2.762
```

Total charge: +1
HOMO level (hartree): -0.497
Gap between HOMO and LUMO (eV): 10.85
LUMO level (eV): -2.7

***

#ii
The following is a DFT calculation (ωB97M-V/def2-TZVPD) of 2 unconnected molecules or ions with the total composition C4H16N3O.

Structure (XYZ):
```
24
Properties=species:S:1:pos:R:3
N 0.116 -0.392 -1.180
C 0.948 -0.411 0.048
C 0.143 0.240 1.140
C -0.753 -0.811 2.000
N -2.107 -0.919 1.375
C 2.394 0.355 -0.029
N 1.997 1.943 -0.003
H -0.681 -0.976 -1.153
H -0.160 0.638 -1.548
H 0.597 -0.617 -2.156
H 0.803 -1.499 0.366
H -0.622 1.026 0.919
H 0.631 0.989 1.848
H -0.849 -0.236 3.083
H -0.337 -1.764 2.251
H -2.176 -1.068 0.383
H -2.902 -0.150 1.661
H 2.844 0.208 0.940
H 2.889 0.296 -0.901
H 1.702 2.132 -0.956
H 2.930 2.318 0.109
H -3.048 -0.757 -2.119
H -2.202 -0.047 -3.457
O -2.156 -0.497 -2.625
```

Total charge: +1
HOMO level (hartree): -0.454
Gap between HOMO and LUMO (eV): 8.77
LUMO level (eV): -3.6

***

Which structure is most stable, and how do the rest compare? From most to least stable: #i, #ii.

***

#i
The following is a DFT calculation (ωB97M-V/def2-TZVPD) of a gas-phase ion, C8H15N2 (charge +1).

Structure (XYZ):
```
25
Properties=species:S:1:pos:R:3
N -1.086 0.072 -1.889
C -0.442 -0.432 -0.765
C -1.390 -0.994 0.522
C -0.337 -0.666 1.534
C -0.226 0.877 1.569
C 0.226 0.827 0.069
N 0.191 1.948 -0.946
C 1.605 0.324 0.323
C 1.088 -1.016 0.809
C 0.663 -1.534 -0.577
H -2.070 -0.167 -2.001
H -0.734 -0.316 -2.747
H -1.739 -1.992 0.267
H -2.301 -0.399 0.785
H -0.467 -0.988 2.650
H -1.172 1.337 1.640
H 0.493 1.476 2.154
H -0.012 2.828 -0.477
H -0.602 1.582 -1.445
H 1.025 2.119 -1.500
H 2.112 0.791 1.100
H 2.136 0.166 -0.518
H 1.567 -1.760 1.454
H 1.407 -1.618 -1.254
H 0.066 -2.466 -0.757
```

SMILES: N[C@]12C[C@@H]3C[C@@]1([NH3+])C[C@@H]3C2
Total charge: +1
HOMO level (hartree): -0.513
Gap between HOMO and LUMO (eV): 11.02
LUMO level (eV): -2.9

***

#ii
The following is a DFT calculation (ωB97M-V/def2-TZVPD) of a molecular structure, C8H15N2.

Structure (XYZ):
```
25
Properties=species:S:1:pos:R:3
C -0.722 0.822 0.611
C -2.993 1.204 -0.051
C 0.677 1.036 0.328
C 0.807 -0.267 -0.586
C -0.406 -1.008 -0.001
C 1.356 2.316 -0.090
C 2.303 -0.985 -0.417
C -0.375 -1.850 1.169
N -1.803 1.263 0.299
N -1.269 -1.447 -0.885
H -3.746 1.641 0.693
H -3.406 1.052 -1.135
H 1.281 0.616 1.199
H 0.627 0.073 -1.557
H 2.262 2.022 -0.629
H 1.742 2.951 0.720
H 0.815 2.938 -0.810
H 2.604 -0.745 0.610
H 2.880 -0.295 -1.121
H 2.374 -1.994 -0.727
H -1.277 -1.764 1.844
H 0.446 -1.794 1.856
H -0.528 -2.893 0.960
H -2.134 -1.937 -0.501
H -1.514 -0.956 -1.778
```

Total charge: +1
HOMO level (hartree): -0.468
Gap between HOMO and LUMO (eV): 8.78
LUMO level (eV): -3.9

***

Which structure is most stable, and how do the rest compare? From most to least stable: #i, #ii.